DFT (ωB97M-V/def2-TZVPD) results for C34H53As2BClF4INO8PS2Ti as an isolated structure at a distorted geometry.

Each line ends with the Mulliken spin population.
Atoms and positions in Å:
1 Ti 0.34507 -0.60781 0.25555  0.931
2 O -1.00865 -2.08273 -2.31980  0.000
3 As -0.63946 -0.36307 -2.48037  -0.007
4 O -1.84493 0.24905 -3.40800  0.000
5 O -0.72505 0.27252 -0.92730  -0.024
6 C 1.03260 -0.22788 -3.41105  0.007
7 C 1.12534 0.62884 -4.51658  0.002
8 C 2.29756 0.76532 -5.21638  -0.001
9 C 3.44522 0.03660 -4.80643  0.003
10 C 3.36830 -0.79532 -3.71162  -0.001
11 C 2.19667 -0.91931 -2.98504  -0.001
12 S 2.04159 -2.25403 -1.86040  0.017
13 O 1.36957 -3.31801 -2.61720  -0.002
14 O 3.34390 -2.61355 -1.35181  -0.004
15 O 1.11942 -1.87606 -0.73978  0.044
16 H -0.21946 -2.61447 -2.53413  0.001
17 H 0.21311 1.14402 -4.80810  0.000
18 H 2.35598 1.41110 -6.08214  0.000
19 H 4.36418 0.12039 -5.36535  0.000
20 H 4.21695 -1.38065 -3.39011  -0.001
21 Cl 6.29240 -0.68828 3.43972  0.009
22 C 4.96767 -0.41131 2.34682  -0.010
23 C 5.22097 0.28323 1.17592  0.025
24 C 4.17037 0.56704 0.32711  0.014
25 I 4.49938 1.68568 -1.42163  0.002
26 C 2.86865 0.14573 0.59117  0.141
27 O 1.81584 0.47842 -0.13563  -0.022
28 C 2.66298 -0.64728 1.74221  0.011
29 N 1.38984 -1.12139 1.87848  0.117
30 C 1.10550 -1.82970 2.99908  0.219
31 C 2.03182 -2.06437 3.98417  -0.056
32 C 3.34865 -1.60969 3.84817  0.503
33 C 3.69378 -0.90012 2.68202  -0.091
34 H 6.22430 0.60609 0.94285  0.006
35 H 0.09026 -2.20376 3.06830  0.039
36 H 1.74289 -2.63046 4.85949  0.006
37 H 4.08580 -1.81699 4.61058  0.043
38 O -3.49367 -2.22276 0.57529  0.001
39 S -2.97851 -1.21537 -0.38855  -0.013
40 C -4.22288 -1.25804 -1.77539  0.000
41 C -4.83665 0.12148 -1.87533  0.001
42 C -4.99804 0.61480 -0.44338  0.000
43 C -3.64631 0.40295 0.19766  0.001
44 H -4.94027 -2.03281 -1.51289  0.000
45 H -3.67045 -1.51802 -2.67544  0.000
46 H -5.79101 0.10766 -2.41085  0.000
47 H -4.13251 0.76654 -2.40567  0.000
48 H -5.75463 0.01866 0.07652  0.000
49 H -5.30247 1.66488 -0.41237  0.000
50 H -3.66915 0.38131 1.28096  0.000
51 H -2.91742 1.13157 -0.15508  0.003
52 F -2.17148 1.30465 2.82494  -0.002
53 B -1.23698 0.31537 2.90949  0.011
54 F -1.15986 -0.39011 1.61517  -0.009
55 F 0.01921 0.83709 3.09253  0.014
56 F -1.57798 -0.57899 3.87557  0.003
57 C -1.59687 5.48974 -0.50234  0.000
58 C -1.75556 4.04514 -0.02251  0.002
59 C -2.70655 4.02174 1.17293  0.001
60 P -0.25323 2.91992 0.33841  0.016
61 C 0.93137 3.36231 -1.07042  -0.007
62 C 0.23411 3.17987 -2.41787  0.016
63 C 1.71498 4.67317 -1.06049  0.001
64 C 0.53145 3.68893 1.88931  -0.004
65 C 1.90283 3.04376 2.09272  0.007
66 C 0.62141 5.19986 2.09601  0.000
67 H -2.59101 5.91151 -0.67788  0.000
68 H -1.04853 5.55190 -1.43722  0.000
69 H -1.10150 6.11401 0.23552  0.000
70 H -2.23766 3.48886 -0.84034  0.000
71 H -2.33228 4.65037 1.97844  0.000
72 H -2.81770 3.01578 1.55613  0.000
73 H -3.68998 4.39890 0.88322  0.000
74 H 1.66172 2.55157 -0.99683  0.001
75 H -0.43371 4.00784 -2.64710  0.001
76 H -0.34640 2.25086 -2.42427  -0.004
77 H 0.98406 3.11973 -3.20743  0.000
78 H 1.06600 5.54344 -1.04821  0.000
79 H 2.32364 4.71904 -1.96345  0.000
80 H 2.39634 4.72820 -0.21802  -0.001
81 H -0.12374 3.29661 2.67733  0.000
82 H 2.62318 3.36903 1.34510  -0.002
83 H 1.80744 1.96041 2.03005  0.010
84 H 2.30223 3.29435 3.07744  0.000
85 H 1.20739 5.68737 1.32555  0.000
86 H 1.10409 5.38935 3.05906  0.000
87 H -0.36581 5.65334 2.12760  0.000
88 C -2.78936 -4.53541 -1.50573  -0.002
89 C -1.37704 -4.82404 -1.02805  0.009
90 As -0.69280 -3.62247 0.44214  0.007
91 C 0.99105 -4.72535 0.40480  -0.008
92 C 2.09226 -4.37844 1.38963  0.037
93 C -1.62852 -4.77063 1.86465  0.006
94 C -2.17949 -3.97705 3.04022  0.001
95 H -3.14037 -5.31088 -2.18913  0.000
96 H -2.80181 -3.58452 -2.02811  0.000
97 H -3.47263 -4.46948 -0.66212  0.000
98 H -0.68006 -4.73863 -1.86493  0.001
99 H -1.31467 -5.85377 -0.65081  0.000
100 H 1.38740 -4.59457 -0.60425  -0.002
101 H 0.71319 -5.78427 0.52524  0.002
102 H 2.48561 -3.38452 1.17626  -0.011
103 H 2.92063 -5.08432 1.29632  -0.001
104 H 1.73591 -4.40538 2.42147  -0.007
105 H -0.95225 -5.55859 2.21876  0.002
106 H -2.46953 -5.25546 1.36192  0.000
107 H -1.38345 -3.57653 3.66383  0.000
108 H -2.81182 -4.61238 3.66589  0.000
109 H -2.77193 -3.14882 2.65563  -0.001

2S+1: 3
DFT total energy, Eh: -9625.39435
Lowest unoccupied orbital energy (spin up / spin down), eV: 3.70 / 3.70
HOMO-LUMO gap (spin up / spin down), eV: 3.74 / 6.12
Maximum force, hartree/bohr: 0.096
⟨S²⟩: 2.022
HOMO (spin up / spin down), eV: -0.04 / -2.42
Charge: -2

=====

DFT (ωB97M-V/def2-TZVPD) results for an isolated ion of composition C5H11N2O3 and charge +1 at a distorted geometry.

Each line ends with the Mulliken charge.
Atoms and positions in Å:
1 C 1.59256 1.25618 1.30792  -0.683
2 O 1.39572 0.20148 0.44918  -0.336
3 C 0.44342 -0.01229 -0.46826  0.556
4 C 1.04698 -0.84311 -1.54240  -1.482
5 N -0.49757 0.98762 -0.88887  -0.005
6 C -1.76752 0.97898 -0.47915  0.385
7 O -2.73352 1.58620 -0.87146  -0.548
8 C -1.86838 -0.16824 0.64538  0.050
9 O -2.95730 -0.98500 0.45467  -0.548
10 N -0.65402 -0.99070 0.39509  -0.296
11 H 1.66882 2.23905 0.83252  0.288
12 H 2.41915 0.90867 1.90517  0.297
13 H 0.76075 1.23995 1.90581  0.321
14 H 1.68414 -0.25708 -2.16131  0.410
15 H 0.30312 -1.21325 -2.22165  0.454
16 H 1.67840 -1.55393 -1.06865  0.413
17 H -0.26541 1.54181 -1.67972  0.255
18 H -1.68710 0.18930 1.71170  0.272
19 H -3.91526 -0.59917 0.58995  0.390
20 H -0.21762 -1.44848 1.23703  0.392
21 H -1.00065 -1.83901 -0.23695  0.415

2S+1: 1
DFT total energy, Eh: -532.06273
Lowest unoccupied orbital energy, eV: -3.21
HOMO-LUMO gap, eV: 11.16
Maximum force, hartree/bohr: 0.065
HOMO, eV: -14.37
Charge: +1
SMILES: CO[C@]1(C)NC(=O)[C@@H](O)[NH2+]1

=====

DFT (ωB97M-V/def2-TZVPD) results for an isolated ion of composition C4HClNO2 and charge -1 at a distorted geometry.

Each line ends with the Mulliken charge.
Atoms and positions in Å:
1 C -1.32333 0.64207 0.07032  -0.301
2 C -1.65487 1.11940 -1.21170  -0.444
3 C 0.80448 -0.55231 -0.17378  0.216
4 C 2.18775 -1.25536 0.29522  0.438
5 N -0.14769 -0.00362 0.17779  0.128
6 O 1.88087 -1.55712 1.42651  -0.537
7 O 3.17493 -1.28412 -0.45083  -0.629
8 Cl -3.16473 2.09389 -1.11703  -0.258
9 H -1.75741 0.79716 0.98349  0.386

2S+1: 1
DFT total energy, Eh: -818.40116
Lowest unoccupied orbital energy, eV: 3.58
HOMO-LUMO gap, eV: 8.21
Maximum force, hartree/bohr: 0.076
HOMO, eV: -4.63
Charge: -1

=====

Which energy relative to the best compared isomer or geometry (same formula, charge and spin) belongs to each record? In order, 2.2810; 1.8326; 0.7861 eV.